Entry 1:
121
Properties=species:S:1:pos:R:3 method="wB97M-V/def2-TZVPD" total_charge=+3 mol_weight_g_mol=620.47 gap_ev=9.175 homo_ha=-0.544 largest_force_ev_per_a=3.13 energy_ev=-61127.1122 e_lumo_ha=-0.20674 e_above_lowest_kj_mol=245.9
Cl 0.479 -0.131 -1.475
O -3.379 0.918 3.255
O 4.495 -1.056 1.076
O -1.810 -2.834 4.669
O -4.000 3.919 -5.245
N -3.162 -1.038 0.788
N 1.033 -1.069 4.782
N -1.102 3.589 -4.144
N 4.500 -1.850 -1.978
C 0.608 -2.397 4.273
C -4.004 -1.738 1.866
C -3.384 -2.976 -0.842
C 1.921 -1.432 6.009
C 1.377 0.208 2.522
C -2.406 -2.058 0.018
C 0.283 1.507 -4.514
C 5.138 -2.883 -1.100
C -3.299 2.759 -5.284
C -5.157 3.940 -6.045
C 3.456 -2.505 -2.921
C 2.943 -0.496 6.467
C -0.543 3.724 -2.775
C 3.856 -0.715 -1.219
C -2.369 2.820 -4.063
C 1.934 -0.256 3.804
C -2.180 5.926 -3.771
C -2.619 1.198 2.126
C -3.859 2.042 3.992
C 2.402 -3.380 -2.270
C -0.516 -3.115 5.174
C 4.664 -0.177 -0.009
C -3.427 0.545 -1.150
C 5.545 -1.288 -2.869
C -0.205 -0.324 5.179
C -2.119 -0.106 1.508
C -0.108 2.891 -5.077
C -2.821 -3.293 5.615
C -4.126 -0.196 -0.009
C 5.275 -0.783 2.248
C 6.436 -2.273 -3.537
C -1.282 5.023 -4.656
H -3.997 -3.651 -0.207
H -5.410 4.960 -6.317
H 6.871 -1.891 -4.442
H 1.849 -3.709 -3.123
H -1.713 -1.530 -0.708
H 3.624 0.099 -1.928
H -2.955 3.184 -3.159
H -3.071 5.482 -3.402
H -1.433 0.149 0.721
H -3.923 -2.375 -1.556
H -2.734 -3.698 -1.376
H 3.517 -1.218 7.066
H 3.618 -0.220 5.690
H -0.316 -4.147 5.285
H 0.380 0.612 2.625
H -3.174 1.744 1.386
H 1.709 -2.782 -1.754
H 2.087 0.582 4.420
H -0.534 0.855 -4.287
H -1.892 -2.642 0.764
H -0.434 -2.682 6.210
H -2.953 1.479 -0.912
H 0.161 -2.359 3.252
H -2.615 -0.047 -1.528
H -0.219 2.741 -2.322
H 0.792 3.520 -5.043
H 5.432 -3.626 -1.829
H 2.984 -1.246 -0.815
H -5.985 3.463 -5.509
H -4.672 2.501 3.459
H 0.295 4.339 -2.742
H -1.352 4.180 -2.186
H -2.591 -4.283 5.961
H 0.866 0.986 -5.253
H -1.591 6.215 -2.886
H 2.865 -0.838 3.648
H 1.946 1.054 2.218
H 0.922 1.477 -3.657
H 2.949 -1.675 -3.389
H -2.439 6.817 -4.278
H -3.700 -3.456 5.000
H -0.310 5.412 -4.693
H 5.020 -0.726 -3.606
H 4.667 -0.057 2.828
H -1.795 4.885 -5.601
H -4.142 0.649 -1.962
H 2.289 -2.388 5.747
H -4.358 1.607 4.872
H -0.761 -0.754 5.998
H 2.568 0.361 7.015
H 0.212 0.652 5.506
H -4.918 -0.857 -0.463
H 5.286 -1.709 2.754
H -2.965 -2.572 6.414
H 6.252 -0.357 2.060
H -2.061 1.811 -3.757
H 5.687 -0.132 -0.322
H -4.682 0.479 0.629
H 1.234 -1.664 6.804
H -3.972 1.905 -5.139
H 6.062 -0.571 -2.275
H -3.374 -2.440 2.421
H -4.354 -1.014 2.586
H 4.494 -3.305 -0.341
H -0.827 -0.179 4.324
H 4.002 -2.983 -3.685
H 7.161 -2.551 -2.831
H 1.466 -3.073 4.030
H -4.972 3.436 -6.995
H 4.291 0.897 0.113
H -1.660 -0.769 2.315
H 6.013 -2.386 -0.641
H -4.839 -2.309 1.471
H -2.772 2.450 -6.162
H 5.869 -3.199 -3.682
H 2.633 -4.294 -1.793
H -0.580 2.824 -6.045
H -3.112 2.741 4.325
H 1.361 -0.602 1.853
H -1.748 1.772 2.416

***

Entry 2:
60
Properties=species:S:1:pos:R:3 method="wB97M-V/def2-TZVPD" total_charge=0 mol_weight_g_mol=466.24 gap_ev=7.947 homo_ha=-0.292 largest_force_ev_per_a=2.51 energy_ev=-50417.6290 smiles="C=CCc1c(P(=N)(O)O)cc(B(O)OCC)c2ncc(NCC)nc12.C[C@@H]1COC(=O)O1" e_lumo_ha=0.00035 e_above_lowest_kj_mol=0.0
P -0.565 -0.585 3.189
O -1.121 -1.809 2.317
O 1.636 4.970 1.781
O -0.392 4.655 0.578
O -1.839 0.350 3.498
O -5.363 -1.358 1.099
O -3.371 -0.314 1.159
O -3.535 -2.441 0.438
N 3.066 0.003 -0.518
N 0.185 -1.059 4.459
N 2.617 2.822 -0.561
N 4.637 0.297 -2.214
C -4.025 -1.281 0.923
C -4.569 -3.435 0.574
C 3.453 2.215 -1.341
C 0.262 5.111 -1.759
C -4.447 -4.506 -0.479
C 0.248 -1.868 -0.861
C 3.686 0.808 -1.331
C -5.805 -2.575 0.478
C -0.633 4.326 -0.786
C 0.985 2.559 1.160
C 1.404 -0.216 1.204
C 4.365 -1.061 -2.714
C 2.984 -1.259 -3.360
C 1.930 1.983 0.279
C 0.259 1.761 2.008
C 0.458 0.351 2.037
C 2.146 0.600 0.304
C 1.685 -1.701 1.195
C 1.210 -2.388 -0.063
B 0.744 4.125 1.153
H -0.649 -2.419 -1.132
H 4.579 -1.780 -1.931
H 3.046 -1.654 -4.372
H 4.026 2.821 -2.037
H -0.484 2.174 2.677
H 2.776 -1.799 1.236
H 0.352 -0.876 -1.290
H -1.422 -2.503 2.917
H 2.375 -0.357 -3.365
H 4.663 0.903 -3.026
H -4.630 -4.099 -1.475
H -0.245 -0.666 5.289
H 0.687 5.978 -1.262
H -1.664 4.609 -0.993
H -0.329 5.392 -2.627
H -5.160 -5.309 -0.293
H -2.518 0.161 2.822
H -6.088 -2.351 -0.553
H 2.434 -2.003 -2.786
H -6.661 -2.987 1.006
H 1.242 -2.208 2.043
H 5.113 -1.241 -3.486
H -3.441 -4.924 -0.482
H -4.474 -3.876 1.571
H -0.572 3.253 -0.983
H 2.013 5.553 1.112
H 1.056 4.464 -2.126
H 1.680 -3.341 -0.299